Record 1
C4H10O2S2 | ωB97M-V/def2-TZVPD

Calculated values
Kohn-Sham gap: 8.5 eV
HOMO energy: -7.892 eV
LUMO level: 0.0214 Eh
energy: -1105.2603 Ha
SMILES string: CC(=O)O.CSSC
ΔE to the lowest compared entry with this formula, charge and spin: 54.19 kJ/mol

```
! wB97M-V def2-TZVPD RIJCOSX def2/J DEFGRID3
* xyz 0 1
C 1.41962 -3.46867 0.73712
S 0.59754 -2.58974 -0.65476
S -0.93999 -1.52656 0.31636
C -1.63733 -0.73515 -1.18498
H 1.41448 -2.89097 1.72108
H 0.82172 -4.37021 0.94140
H 2.44271 -3.79091 0.46520
H -2.05994 -1.47937 -1.86159
H -2.42135 -0.04299 -0.79694
H -0.80764 -0.19772 -1.71338
O -0.53057 2.08366 -1.28026
C 0.09491 2.32122 -0.26135
O 1.26273 1.68443 0.05082
C -0.20394 3.30409 0.82434
H 1.33446 0.98506 -0.55578
H -0.37841 2.84520 1.81010
H -1.07125 3.88725 0.48122
H 0.66227 3.98139 0.96140
*
```

Record 2
CO4P | ωB97M-V/def2-TZVPD

Calculated values
Kohn-Sham gap: 8.6 eV
HOMO energy: -4.563 eV
LUMO level: 0.1468 Eh
energy: -680.5603 Ha
SMILES string: O=C([O-])P(=O)=O
ΔE to the lowest compared entry with this formula, charge and spin: 64.85 kJ/mol

```
! wB97M-V def2-TZVPD RIJCOSX def2/J DEFGRID3
* xyz -1 1
C 1.27333 0.00022 -0.00038
O -1.69288 1.25140 -0.06033
O 1.88963 -0.00056 0.99373
O -1.69267 -1.25148 -0.06134
O 1.20073 0.00054 -1.17443
P -0.97814 -0.00013 0.30274
*
```